{
  "formula": "C2H2ClO3P",
  "method": "the ωB97M-V functional and the def2-TZVPD basis",
  "total_charge": -2,
  "e_tot_ha": -1104.58691,
  "spin_multiplicity": 3,
  "max_force_ev_per_a": 2.29,
  "e_above_lowest_ev": 0.000,
  "homo_ha": [0.06981, 0.02487],
  "elements": ["C", "C", "O", "O", "O", "P", "Cl", "H", "H"],
  "xyz": [[-1.32, -0.51, 0.87], [-0.30, -0.43, -0.21], [1.83, 0.48, -1.84], [2.02, 0.52, 0.75], [0.52, 2.14, -0.40], [1.19, 0.80, -0.48], [-0.32, -2.01, -0.99], [-2.03, -1.30, 0.71], [-1.58, 0.30, 1.60]]
}

{
  "formula": "C33H52HgN3O2P2",
  "method": "the ωB97M-V functional and the def2-TZVPD basis",
  "total_charge": 1,
  "e_tot_ha": -2439.17592,
  "max_force_ev_per_a": 11.33,
  "homo_ha": -0.31780,
  "elements": ["C", "C", "C", "C", "C", "H", "H", "H", "N", "P", "P", "C", "H", "H", "C", "H", "C", "C", "C", "C", "C", "H", "H", "H", "C", "H", "H", "H", "C", "H", "H", "H", "C", "H", "H", "H", "C", "H", "H", "H", "C", "H", "H", "H", "C", "H", "H", "H", "C", "H", "H", "H", "C", "H", "H", "H", "C", "H", "H", "H", "C", "H", "H", "H", "C", "H", "H", "H", "Hg", "C", "O", "N", "C", "C", "C", "C", "C", "H", "C", "H", "C", "H", "H", "H", "C", "C", "N", "O", "H", "H", "H", "H", "H"],
  "xyz": [[-1.32, -1.62, -1.87], [0.70, -2.69, -1.10], [-1.53, -2.59, -2.85], [0.45, -3.74, -2.06], [-0.63, -3.68, -2.91], [-2.40, -2.51, -3.52], [1.16, -4.57, -2.11], [-0.79, -4.48, -3.65], [-0.27, -1.68, -0.99], [-2.45, -0.16, 0.15], [2.26, -1.09, 0.46], [-2.30, -0.48, -1.68], [-1.90, 0.44, -2.12], [-3.26, -0.70, -2.17], [1.86, -2.63, -0.33], [2.62, -3.40, -0.50], [3.41, -0.13, -0.78], [3.29, -1.48, 2.02], [-3.40, 1.49, 0.37], [-3.54, -1.64, 0.72], [3.44, 1.36, -0.41], [4.08, 1.55, 0.46], [3.85, 1.95, -1.26], [2.44, 1.75, -0.18], [4.85, -0.66, -0.88], [5.44, -0.47, 0.03], [4.88, -1.74, -1.10], [5.37, -0.14, -1.71], [2.77, -0.36, -2.17], [3.17, 0.38, -2.89], [3.00, -1.37, -2.55], [1.67, -0.27, -2.15], [3.97, -0.20, 2.55], [3.23, 0.61, 2.67], [4.41, -0.41, 3.54], [4.77, 0.15, 1.89], [2.34, -2.01, 3.11], [1.68, -1.21, 3.48], [1.71, -2.84, 2.73], [2.94, -2.38, 3.96], [4.33, -2.59, 1.74], [5.06, -2.32, 0.98], [4.88, -2.80, 2.68], [3.82, -3.53, 1.44], [-3.99, -1.42, 2.18], [-4.46, -2.35, 2.55], [-3.14, -1.19, 2.85], [-4.73, -0.62, 2.26], [-2.70, -2.95, 0.63], [-2.51, -3.23, -0.41], [-1.74, -2.89, 1.15], [-3.30, -3.75, 1.10], [-4.78, -1.86, -0.17], [-5.32, -2.74, 0.21], [-5.47, -1.01, -0.17], [-4.49, -2.08, -1.21], [-2.63, 2.56, -0.43], [-2.62, 2.37, -1.51], [-3.12, 3.54, -0.27], [-1.59, 2.64, -0.07], [-3.33, 1.89, 1.86], [-2.29, 1.90, 2.22], [-3.75, 2.91, 1.97], [-3.92, 1.22, 2.50], [-4.86, 1.46, -0.12], [-4.95, 1.11, -1.16], [-5.50, 0.83, 0.52], [-5.27, 2.49, -0.08], [-0.04, -0.19, 0.64], [-0.44, -1.30, 2.18], [-0.76, -1.87, 3.16], [0.22, 1.14, -0.93], [0.33, 1.87, -1.85], [0.50, 2.71, -2.98], [0.27, 4.10, -2.89], [0.89, 2.13, -4.22], [0.44, 4.90, -4.02], [-0.03, 4.54, -1.93], [1.06, 2.95, -5.33], [1.07, 1.06, -4.28], [0.83, 4.34, -5.24], [0.27, 5.98, -3.94], [1.36, 2.51, -6.29], [0.96, 4.97, -6.12], [0.55, 2.88, 3.99], [0.29, 1.48, 3.49], [0.21, 0.56, 4.49], [0.19, 1.25, 2.24], [0.62, 2.90, 5.11], [-0.28, 3.55, 3.72], [1.53, 3.24, 3.63], [0.05, -0.43, 4.44], [0.32, 0.82, 5.48]]
}

{
  "formula": "C13H28N3O9Sr",
  "method": "the ωB97M-V functional and the def2-TZVPD basis",
  "total_charge": -1,
  "e_tot_ha": -1384.16070,
  "max_force_ev_per_a": 5.44,
  "e_above_lowest_ev": 11.107,
  "homo_ha": -0.14829,
  "elements": ["Sr", "C", "C", "O", "O", "H", "H", "H", "C", "C", "O", "O", "H", "H", "H", "C", "C", "O", "O", "H", "H", "H", "C", "O", "N", "N", "H", "H", "H", "H", "C", "O", "C", "C", "N", "C", "C", "O", "C", "H", "H", "H", "H", "H", "H", "H", "H", "H", "H", "H", "H", "H", "H", "H"],
  "xyz": [[-0.18, -0.46, 0.29], [-4.99, -3.01, -3.08], [-3.96, -2.60, -2.07], [-2.73, -2.70, -2.19], [-4.39, -2.04, -1.02], [-5.95, -2.57, -2.81], [-5.06, -4.08, -2.89], [-4.73, -2.61, -4.06], [-2.35, 5.26, 0.52], [-3.11, 4.09, 1.13], [-4.31, 4.24, 1.10], [-2.59, 3.06, 1.49], [-2.84, 6.23, 0.66], [-1.96, 5.06, -0.48], [-1.43, 5.34, 1.09], [-1.64, -2.91, 6.32], [-1.50, -2.24, 5.05], [-2.57, -1.83, 4.57], [-0.36, -2.10, 4.44], [-1.53, -2.16, 7.10], [-0.78, -3.53, 6.56], [-2.54, -3.50, 6.45], [-1.77, 1.86, -4.64], [-1.20, 1.74, -3.61], [-2.67, 2.76, -4.92], [-1.60, 1.13, -5.69], [-3.06, 2.83, -5.84], [-3.09, 3.36, -4.22], [-2.44, 0.96, -6.24], [-0.90, 0.43, -5.52], [2.12, -3.81, 0.60], [2.67, -2.54, 0.46], [3.97, -2.45, 0.11], [4.36, -0.95, 0.09], [3.30, -0.22, -0.71], [3.54, 1.25, -0.83], [3.51, 2.05, 0.47], [2.46, 1.41, 1.25], [2.40, 1.87, 2.59], [2.29, -4.53, -0.19], [1.07, -3.76, 0.89], [2.55, -4.33, 1.46], [3.98, -2.89, -0.88], [4.63, -3.11, 0.67], [5.28, -0.75, -0.44], [4.33, -0.61, 1.13], [3.41, -0.65, -1.62], [2.95, 1.72, -1.61], [4.53, 1.32, -1.28], [3.16, 3.07, 0.28], [4.46, 2.00, 1.00], [3.42, 1.79, 2.96], [1.88, 1.28, 3.35], [1.95, 2.85, 2.76]]
}

{
  "formula": "C19H19N3O5S",
  "method": "the ωB97M-V functional and the def2-TZVPD basis",
  "total_charge": 0,
  "e_tot_ha": -1674.05167,
  "smiles": "CCOc1cccc(C(=O)Nc2ccc(S(=O)(=O)Nc3cc(C)on3)cc2)c1",
  "max_force_ev_per_a": 1.62,
  "e_above_lowest_ev": 3.106,
  "homo_ha": -0.32338,
  "elements": ["C", "C", "O", "C", "C", "C", "C", "C", "C", "O", "N", "C", "C", "C", "C", "S", "O", "O", "N", "C", "C", "C", "C", "O", "N", "C", "C", "C", "H", "H", "H", "H", "H", "H", "H", "H", "H", "H", "H", "H", "H", "H", "H", "H", "H", "H", "H"],
  "xyz": [[-4.53, -0.45, -2.55], [-5.06, -0.73, -1.15], [-4.12, -1.40, -0.33], [-3.11, -0.71, 0.26], [-2.24, -1.47, 1.04], [-1.19, -0.88, 1.71], [-0.97, 0.48, 1.59], [-1.82, 1.25, 0.81], [-1.69, 2.72, 0.73], [-2.64, 3.47, 0.81], [-0.42, 3.24, 0.63], [0.77, 2.62, 0.26], [1.97, 3.09, 0.78], [3.16, 2.47, 0.45], [3.15, 1.39, -0.42], [4.65, 0.48, -0.69], [4.55, -0.29, -1.89], [5.80, 1.31, -0.47], [4.62, -0.59, 0.63], [3.49, -1.36, 0.78], [2.85, -2.12, -0.23], [1.79, -2.69, 0.41], [0.70, -3.58, -0.05], [1.81, -2.31, 1.70], [2.86, -1.48, 1.93], [1.97, 0.95, -0.98], [0.78, 1.56, -0.65], [-2.90, 0.66, 0.15], [-5.31, 0.00, -3.15], [-4.22, -1.38, -3.02], [-3.68, 0.22, -2.52], [-5.91, -1.42, -1.20], [-5.40, 0.19, -0.66], [-2.43, -2.53, 1.13], [-0.53, -1.48, 2.32], [-0.15, 0.94, 2.13], [-0.36, 4.23, 0.84], [1.97, 3.93, 1.45], [4.11, 2.81, 0.85], [4.95, -0.17, 1.48], [3.16, -2.20, -1.25], [0.50, -4.34, 0.71], [-0.20, -3.01, -0.21], [0.99, -4.07, -0.98], [2.00, 0.13, -1.69], [-0.15, 1.22, -1.09], [-3.55, 1.30, -0.42]]
}

{
  "formula": "C32H26IrN8O2Se",
  "method": "the ωB97M-V functional and the def2-TZVPD basis",
  "total_charge": 2,
  "e_tot_ha": -4328.89653,
  "spin_multiplicity": 2,
  "max_force_ev_per_a": 0.31,
  "e_above_lowest_ev": 0.000,
  "homo_ha": [-0.49237, -0.50240],
  "elements": ["Ir", "O", "C", "C", "C", "C", "C", "C", "C", "N", "N", "C", "O", "C", "C", "C", "C", "C", "C", "H", "H", "H", "H", "H", "H", "H", "H", "H", "H", "Se", "N", "C", "C", "C", "C", "C", "N", "C", "C", "N", "C", "C", "C", "C", "C", "N", "H", "H", "H", "H", "H", "H", "N", "C", "N", "C", "C", "C", "C", "C", "H", "H", "H", "H", "H", "H", "H", "H", "H", "H"],
  "xyz": [[0.62, 0.13, -0.37], [2.23, 0.22, 0.86], [2.73, -0.79, 1.46], [3.89, -0.55, 2.26], [4.50, -1.56, 2.93], [4.00, -2.89, 2.88], [2.90, -3.17, 2.14], [2.21, -2.16, 1.40], [1.08, -2.58, 0.69], [0.33, -1.80, -0.07], [-0.70, -2.34, -0.71], [-1.36, -1.42, -1.47], [-1.00, -0.19, -1.54], [-2.50, -1.88, -2.24], [-2.93, -3.21, -2.16], [-4.02, -3.62, -2.90], [-4.68, -2.72, -3.72], [-4.26, -1.39, -3.81], [-3.17, -0.97, -3.07], [4.26, 0.47, 2.29], [5.38, -1.35, 3.53], [4.51, -3.68, 3.42], [2.51, -4.18, 2.09], [0.79, -3.63, 0.73], [-2.41, -3.90, -1.51], [-4.35, -4.65, -2.84], [-5.53, -3.05, -4.31], [-4.78, -0.70, -4.46], [-2.83, 0.05, -3.13], [3.99, 4.39, -5.72], [2.97, 4.79, -4.32], [2.67, 3.66, -3.73], [1.85, 3.58, -2.53], [1.31, 4.68, -1.87], [0.55, 4.48, -0.74], [0.35, 3.19, -0.27], [0.86, 2.13, -0.89], [1.60, 2.31, -2.00], [2.13, 1.11, -2.62], [1.82, -0.06, -2.02], [2.26, -1.20, -2.54], [3.03, -1.23, -3.70], [3.36, -0.04, -4.32], [2.90, 1.16, -3.78], [3.18, 2.47, -4.35], [3.90, 2.64, -5.43], [1.49, 5.67, -2.27], [0.12, 5.32, -0.21], [-0.24, 2.99, 0.62], [1.99, -2.11, -2.03], [3.37, -2.18, -4.09], [3.96, -0.02, -5.22], [-0.57, 0.47, 1.25], [-1.24, 0.72, 2.16], [-1.99, 0.99, 3.17], [-3.47, 0.85, 3.10], [-3.93, -0.17, 4.11], [-3.41, 0.15, 5.51], [-1.89, 0.29, 5.51], [-1.43, 1.32, 4.50], [-3.74, 0.58, 2.08], [-3.89, 1.84, 3.31], [-3.59, -1.17, 3.81], [-5.03, -0.19, 4.11], [-3.71, -0.62, 6.21], [-3.86, 1.09, 5.86], [-1.43, -0.68, 5.28], [-1.53, 0.59, 6.50], [-0.34, 1.36, 4.41], [-1.79, 2.31, 4.76]]
}

{
  "formula": "C18H48F3O9S7Tl",
  "method": "the ωB97M-V functional and the def2-TZVPD basis",
  "total_charge": 1,
  "e_tot_ha": -4650.60022,
  "spin_multiplicity": 2,
  "max_force_ev_per_a": 4.03,
  "homo_ha": [-0.37609, -0.37591],
  "elements": ["Tl", "C", "O", "O", "C", "F", "F", "F", "C", "C", "H", "H", "H", "H", "H", "H", "C", "S", "O", "C", "H", "H", "H", "H", "H", "H", "C", "S", "O", "C", "H", "H", "H", "H", "H", "H", "C", "S", "O", "C", "H", "H", "H", "H", "H", "H", "C", "S", "O", "C", "H", "H", "H", "H", "H", "H", "C", "S", "O", "C", "H", "H", "H", "H", "H", "H", "C", "S", "O", "C", "H", "H", "H", "H", "H", "H", "C", "S", "O", "C", "H", "H", "H", "H", "H", "H"],
  "xyz": [[-0.25, 0.12, -0.91], [-1.09, -3.72, 1.12], [-1.88, -3.31, 2.28], [-0.76, -2.55, 0.32], [-0.25, -4.98, 1.46], [0.88, -4.71, 2.15], [-0.92, -5.93, 2.20], [0.14, -5.50, 0.29], [-1.28, -2.52, 3.34], [-2.01, -2.88, 4.65], [-1.84, -3.95, 4.78], [-1.54, -2.38, 5.50], [-3.05, -2.70, 4.39], [-1.39, -1.50, 2.99], [-0.23, -2.75, 3.53], [-1.93, -4.22, 0.66], [-5.02, -0.76, -3.34], [-3.69, 0.57, -3.25], [-2.44, -0.18, -2.70], [-3.33, 0.77, -5.09], [-4.63, -1.78, -3.43], [-5.62, -0.76, -4.25], [-5.61, -0.70, -2.42], [-2.69, -0.01, -5.49], [-2.72, 1.66, -5.24], [-4.20, 0.80, -5.75], [3.72, 4.06, -0.70], [2.42, 2.95, 0.14], [1.83, 2.06, -0.93], [1.23, 4.28, 0.50], [3.28, 4.38, -1.64], [4.73, 3.67, -0.84], [3.85, 5.02, -0.19], [1.69, 5.08, 1.07], [0.37, 3.90, 1.06], [0.82, 4.77, -0.39], [-4.84, 1.47, 1.42], [-4.19, -0.12, 0.67], [-2.66, 0.00, 0.46], [-4.46, -1.19, 2.11], [-5.93, 1.44, 1.43], [-4.52, 2.34, 0.86], [-4.54, 1.58, 2.47], [-3.94, -0.78, 2.98], [-3.93, -2.13, 1.90], [-5.50, -1.28, 2.42], [0.17, 1.04, 4.72], [0.06, 1.84, 3.03], [0.20, 0.95, 1.89], [-1.71, 2.26, 3.13], [1.15, 0.59, 4.84], [-0.55, 0.25, 4.92], [0.00, 1.74, 5.53], [-2.38, 1.41, 3.08], [-2.02, 2.91, 2.31], [-1.63, 2.92, 4.00], [3.76, -1.73, -4.41], [3.62, -1.38, -2.54], [2.17, -1.06, -2.21], [3.90, -2.93, -1.63], [4.64, -2.36, -4.52], [3.89, -0.76, -4.89], [2.84, -2.24, -4.68], [3.10, -3.64, -1.86], [3.91, -2.89, -0.54], [4.85, -3.41, -1.85], [2.72, -1.14, 3.16], [2.96, -1.52, 1.37], [2.03, -0.60, 0.63], [4.68, -0.86, 1.14], [2.37, -0.12, 3.04], [3.51, -1.23, 3.89], [1.94, -1.84, 3.46], [4.67, 0.21, 1.32], [4.96, -0.89, 0.09], [5.40, -1.37, 1.79], [0.15, 3.83, -4.17], [0.82, 2.08, -4.59], [0.22, 1.09, -3.58], [2.58, 2.17, -4.14], [-0.92, 3.97, -4.36], [0.66, 4.60, -4.74], [0.37, 3.92, -3.11], [2.97, 1.16, -4.02], [2.70, 2.66, -3.17], [3.16, 2.72, -4.88]]
}